Here is C23H28IrN7O3S as an isolated structure in a non-equilibrium geometry from the OMol25 dataset. Energies are from ωB97M-V/def2-TZVPD.

Atoms and positions in Å:
1 Ir -0.062 0.353 -0.430
2 C -3.864 -1.836 -0.590
3 C -2.620 -1.236 0.043
4 O -1.571 -1.257 -0.677
5 C -2.702 -0.782 1.341
6 C -1.633 -0.226 2.118
7 C -1.894 0.070 3.570
8 N -0.463 0.036 1.640
9 N 0.464 0.563 2.545
10 C 1.575 0.851 1.958
11 O 1.858 0.595 0.735
12 C 2.629 1.513 2.799
13 C 2.452 1.740 4.160
14 C 3.431 2.389 4.901
15 C 4.601 2.826 4.291
16 C 4.784 2.599 2.936
17 C 3.803 1.942 2.197
18 H -3.722 -1.901 -1.668
19 H -4.743 -1.225 -0.377
20 H -4.045 -2.840 -0.198
21 H -3.664 -0.870 1.831
22 H -2.913 -0.211 3.838
23 H -1.737 1.131 3.768
24 H -1.188 -0.470 4.200
25 H 1.532 1.399 4.617
26 H 3.281 2.559 5.961
27 H 5.359 3.343 4.866
28 H 5.690 2.938 2.448
29 H 3.922 1.756 1.137
30 O -0.448 2.535 0.192
31 N -1.307 3.200 -0.526
32 C -1.838 4.315 0.018
33 C -2.728 5.105 -0.663
34 C -3.102 4.728 -1.952
35 C -2.569 3.589 -2.488
36 C -1.645 2.790 -1.786
37 S -0.974 1.367 -2.470
38 H -1.489 4.509 1.021
39 H -3.117 5.996 -0.191
40 H -3.809 5.321 -2.518
41 H -2.844 3.257 -3.481
42 C 1.068 -1.187 -3.077
43 N 1.822 -2.193 -3.837
44 C 1.472 -3.519 -3.312
45 N 1.766 -3.652 -1.883
46 C 1.008 -2.615 -1.165
47 N 1.355 -1.262 -1.638
48 C 2.796 -1.058 -1.432
49 N 3.590 -2.058 -2.163
50 C 3.250 -1.970 -3.586
51 C 3.195 -3.389 -1.689
52 H -0.002 -1.340 -3.226
53 H 1.330 -0.190 -3.432
54 H 2.038 -4.275 -3.862
55 H 0.406 -3.690 -3.471
56 H 1.232 -2.670 -0.100
57 H -0.060 -2.768 -1.302
58 H 3.005 -1.114 -0.367
59 H 3.057 -0.056 -1.777
60 H 3.825 -2.721 -4.134
61 H 3.522 -0.980 -3.955
62 H 3.429 -3.468 -0.626
63 H 3.770 -4.141 -2.234

Calculated values
* net charge: -1
* ⟨S²⟩: 0.761
* E_LUMO (spin up / spin down): 2.82 / 2.82 eV
* spin multiplicity: 2
* energy above the lowest of the compared OMol25 structures with the same formula, charge and spin: 30.8 kcal/mol
* orbital gap (spin up / spin down): 5.9 / 5.9 eV
* E_tot: -54551.3230 eV
* E_HOMO (spin up / spin down): -3.07 / -3.06 eV

The net atomic charges from natural (NBO), expressed in e, are:
1. Ir 1.0011
2. C -0.6802
3. C 0.4914
4. O -0.7509
5. C -0.5088
6. C 0.2793
7. C -0.6523
8. N -0.3415
9. N -0.4563
10. C 0.5412
11. O -0.7969
12. C -0.0180
13. C -0.1960
14. C -0.2344
15. C -0.2323
16. C -0.2298
17. C -0.2021
18. H 0.2198
19. H 0.2101
20. H 0.2095
21. H 0.1921
22. H 0.1958
23. H 0.2306
24. H 0.2292
25. H 0.2302
26. H 0.1982
27. H 0.1974
28. H 0.1994
29. H 0.2342
30. O -0.5847
31. N 0.0287
32. C 0.0148
33. C -0.2903
34. C -0.2075
35. C -0.2357
36. C 0.0176
37. S -0.2240
38. H 0.2279
39. H 0.2144
40. H 0.2077
41. H 0.2235
42. C -0.0836
43. N -0.4757
44. C -0.0764
45. N -0.4744
46. C -0.0897
47. N -0.4909
48. C -0.0809
49. N -0.4745
50. C -0.0760
51. C -0.0759
52. H 0.2166
53. H 0.2124
54. H 0.1825
55. H 0.1972
56. H 0.2077
57. H 0.2359
58. H 0.2313
59. H 0.2066
60. H 0.1829
61. H 0.1942
62. H 0.1967
63. H 0.1817